(1)
DFT (wB97M-V/def2-TZVPD) results for a 3-piece molecular cluster, C5H9NO overall.

Last column: Mulliken charge in e.
CARTESIAN COORDINATES (ANGSTROEM)
1 C 1.219 -0.972 1.144  -1.279
2 C 0.368 -0.310 0.092  0.315
3 C -0.764 -1.041 -0.636  -0.681
4 C -1.616 0.261 -0.534  -0.535
5 C -0.402 0.885 0.142  0.383
6 N 0.171 2.053 -0.140  0.031
7 O -0.293 3.173 -0.093  -0.521
8 H 1.745 -1.832 0.715  0.334
9 H 0.587 -1.341 1.961  0.361
10 H 1.956 -0.281 1.562  0.345
11 H 1.541 0.427 -0.595  -0.059
12 H -0.532 -1.370 -1.652  0.269
13 H -1.167 -1.889 -0.069  0.288
14 H -2.514 0.162 0.080  0.222
15 H -1.875 0.738 -1.485  0.256
16 H 1.576 1.337 -0.492  0.271

The energy above the lowest of the compared OMol25 structures with the same formula, charge and spin is 7.142 eV. The calculation puts the gap between HOMO and LUMO (alpha / beta) at 8.2 / 8.2 eV. The value obtained for the HOMO energy (alpha / beta) is -0.3143 / -0.3143 Ha. The value obtained for the lowest unoccupied orbital energy (alpha / beta) is -0.31 / -0.31 eV. For the total energy, the calculation gives -325.67511 Ha.



(2)
DFT (wB97M-V/def2-TZVPD) results for the molecule C5H9NO in a non-equilibrium geometry.

Last column: Mulliken charge in e.
CARTESIAN COORDINATES (ANGSTROEM)
1 O -1.906 -1.228 -0.382  -0.405
2 C -2.177 -0.155 -0.048  0.179
3 C -1.169 0.892 0.284  -0.689
4 N 0.241 0.740 0.234  -0.184
5 C 0.973 0.360 -0.969  -0.411
6 C 1.844 -0.596 -0.159  -0.531
7 C 0.783 -0.583 0.926  -0.407
8 H -3.312 0.334 -0.226  0.234
9 H -1.488 1.265 1.359  0.283
10 H -1.309 1.714 -0.401  0.387
11 H 1.419 1.204 -1.652  0.286
12 H 0.360 -0.305 -1.641  0.202
13 H 1.730 -1.621 -0.534  0.290
14 H 2.815 -0.229 0.294  0.281
15 H 1.030 -0.274 2.002  0.272
16 H 0.165 -1.517 0.913  0.212

As for the SMILES: O=CCN1CCC1. The energy above the lowest of the compared OMol25 structures with the same formula, charge and spin is 3.765 eV. The calculation puts the gap between HOMO and LUMO at 9.6 eV. The value obtained for the HOMO energy is -0.3167 Ha. The value obtained for the lowest unoccupied orbital energy is 1.03 eV. For the total energy, the calculation gives -325.79920 Ha.



(3)
DFT (wB97M-V/def2-TZVPD) results for the molecule C5H9NO.

Last column: Mulliken charge in e.
CARTESIAN COORDINATES (ANGSTROEM)
1 O 1.369 -1.558 1.271  -0.531
2 C 0.767 -0.362 0.820  0.262
3 C 1.191 0.021 -0.618  -0.849
4 C -0.041 0.681 -1.188  -0.161
5 N -0.624 1.678 -0.278  -0.581
6 C -1.218 0.342 -0.354  -0.070
7 C -0.780 -0.504 0.808  -1.104
8 H 0.623 -2.165 1.301  0.330
9 H 1.049 0.447 1.503  0.274
10 H 2.073 0.672 -0.635  0.302
11 H 1.438 -0.891 -1.179  0.278
12 H -0.140 0.833 -2.260  0.435
13 H -1.191 2.343 -0.791  0.254
14 H -2.202 0.205 -0.796  0.441
15 H -1.223 -0.193 1.760  0.291
16 H -1.092 -1.550 0.635  0.428

As for the SMILES: O[C@H]1C[C@@H]2N[C@@H]2C1. The energy above the lowest of the compared OMol25 structures with the same formula, charge and spin is 1.830 eV. The calculation puts the gap between HOMO and LUMO at 10.4 eV. The value obtained for the HOMO energy is -0.3467 Ha. The value obtained for the lowest unoccupied orbital energy is 1.00 eV. For the total energy, the calculation gives -325.87029 Ha.



(4)
DFT (wB97M-V/def2-TZVPD) results for the molecule C5H9NO.

Last column: Mulliken charge in e.
CARTESIAN COORDINATES (ANGSTROEM)
1 C -1.590 -1.223 -0.060  -1.453
2 C -0.581 -0.259 -0.669  0.471
3 C -0.737 1.258 -0.342  -0.719
4 C 0.716 1.313 0.192  -0.352
5 C 0.785 -0.175 -0.014  0.185
6 N 1.625 -1.080 0.269  -0.580
7 O 2.730 -0.522 0.916  -0.381
8 H -2.571 -1.107 -0.534  0.380
9 H -1.707 -1.040 1.015  0.349
10 H -1.273 -2.262 -0.190  0.348
11 H -0.513 -0.435 -1.750  0.310
12 H -0.940 1.908 -1.196  0.279
13 H -1.487 1.436 0.435  0.286
14 H 0.852 1.630 1.234  0.268
15 H 1.427 1.855 -0.439  0.246
16 H 3.263 -1.299 1.131  0.364

As for the SMILES: C[C@H]1CC/C1=N\O. The energy above the lowest of the compared OMol25 structures with the same formula, charge and spin is 2.887 eV. The calculation puts the gap between HOMO and LUMO at 10.5 eV. The value obtained for the HOMO energy is -0.3467 Ha. The value obtained for the lowest unoccupied orbital energy is 1.08 eV. For the total energy, the calculation gives -325.83146 Ha.



(5)
DFT (wB97M-V/def2-TZVPD) results for the molecule C5H9NO.

Last column: Mulliken charge in e.
CARTESIAN COORDINATES (ANGSTROEM)
1 O 0.099 2.226 2.065  -0.482
2 C -0.576 1.666 1.245  -0.249
3 C -0.380 0.197 0.928  0.396
4 C 1.071 -0.070 0.452  -0.718
5 C 0.958 -0.487 -1.018  -0.474
6 C -0.523 -0.865 -1.238  -0.587
7 N -1.259 -0.247 -0.150  -0.479
8 H -1.372 2.165 0.655  0.352
9 H -0.515 -0.377 1.841  0.247
10 H 1.723 0.796 0.542  0.290
11 H 1.486 -0.894 1.026  0.315
12 H 1.147 0.373 -1.660  0.230
13 H 1.672 -1.257 -1.305  0.347
14 H -0.692 -1.939 -1.383  0.303
15 H -0.832 -0.450 -2.196  0.245
16 H -2.009 -0.837 0.196  0.266

As for the SMILES: O=C[C@@H]1CCCN1. The energy above the lowest of the compared OMol25 structures with the same formula, charge and spin is 1.391 eV. The calculation puts the gap between HOMO and LUMO at 9.9 eV. The value obtained for the HOMO energy is -0.3305 Ha. The value obtained for the lowest unoccupied orbital energy is 0.87 eV. For the total energy, the calculation gives -325.88642 Ha.



(6)
DFT (wB97M-V/def2-TZVPD) results for a 2-piece molecular cluster, C5H9NO overall in a non-equilibrium geometry.

Last column: Mulliken charge in e.
CARTESIAN COORDINATES (ANGSTROEM)
1 C -0.281 1.510 0.135  -0.805
2 C -0.254 1.148 -1.150  0.716
3 C 0.220 -0.180 -1.689  -1.013
4 C -0.728 2.097 -2.132  0.058
5 N -1.100 2.854 -2.926  -0.447
6 H -0.651 2.487 0.431  0.293
7 H 0.086 0.836 0.903  0.315
8 H 0.942 -0.030 -2.499  0.336
9 H 0.682 -0.773 -0.897  0.253
10 H -0.622 -0.742 -2.109  0.285
11 C -0.053 -1.647 2.067  -0.606
12 O 0.980 -1.028 1.322  -0.475
13 H 0.048 -2.740 2.072  0.275
14 H -0.995 -1.385 1.577  0.269
15 H -0.089 -1.282 3.101  0.290
16 H 1.814 -1.124 1.793  0.257

As for the SMILES: C=C(C)C#N.CO. The energy above the lowest of the compared OMol25 structures with the same formula, charge and spin is 2.101 eV. The calculation puts the gap between HOMO and LUMO at 10.3 eV. The value obtained for the HOMO energy is -0.3619 Ha. The value obtained for the lowest unoccupied orbital energy is 0.46 eV. For the total energy, the calculation gives -325.86034 Ha.



(7)
DFT (wB97M-V/def2-TZVPD) results for the molecule C5H9NO in a non-equilibrium geometry.

Last column: Mulliken charge in e.
CARTESIAN COORDINATES (ANGSTROEM)
1 O -1.603 1.007 -1.543  -0.563
2 C -1.056 0.146 -0.568  0.161
3 C -0.045 -0.854 -1.135  -0.849
4 C 0.984 -0.942 -0.039  -0.181
5 N 0.386 -1.082 1.294  -0.572
6 C 0.899 0.221 0.878  -0.032
7 C -0.230 1.113 0.479  -1.142
8 H -1.105 1.675 -1.065  0.365
9 H -1.844 -0.345 0.007  0.349
10 H -0.506 -1.820 -1.372  0.303
11 H 0.395 -0.459 -2.061  0.283
12 H 1.938 -1.414 -0.239  0.446
13 H 1.037 -1.523 1.931  0.253
14 H 1.797 0.623 1.339  0.444
15 H -0.876 1.418 1.314  0.300
16 H 0.197 2.077 0.089  0.434

As for the SMILES: O[C@H]1C[C@@H]2N[C@@H]2C1. The energy above the lowest of the compared OMol25 structures with the same formula, charge and spin is 2.664 eV. The calculation puts the gap between HOMO and LUMO at 10.5 eV. The value obtained for the HOMO energy is -0.3515 Ha. The value obtained for the lowest unoccupied orbital energy is 0.98 eV. For the total energy, the calculation gives -325.83967 Ha.